i) A molecular structure, C7H14, computed with ωB97M-V/def2-TZVPD.

The HOMO energy comes out at -9.979 eV. For the HOMO-LUMO gap, the calculation gives 10.94 eV.

```
! RIJCOSX wB97M-V def2-TZVPD def2/J DEFGRID3
* xyz 0 1
C 3.03889 -0.81255 0.04303
C 2.69483 -1.96101 0.11152
C 0.78426 2.24189 -0.39705
C 0.05948 1.36380 0.71155
C -0.73986 0.32572 -0.18316
C -1.62728 -0.48152 0.61042
C -1.74630 -1.74629 -0.38245
H 3.34159 0.21623 -0.07572
H 1.98434 -2.88518 0.53824
H 1.08809 1.52201 -1.42975
H -0.00564 3.14153 -0.70604
H 1.79524 2.90935 -0.02972
H -0.63975 1.90861 1.44139
H 0.80412 0.85496 1.25614
H -1.37916 0.78918 -1.07933
H 0.20013 -0.19873 -0.59829
H -2.86290 0.10401 0.73247
H -0.97661 -1.09331 1.43471
H -0.90194 -1.85651 -1.17617
H -1.98906 -2.75775 0.10753
H -2.92245 -1.58447 -0.92931
*
```

ii) A single C7H14 molecule, computed with ωB97M-V/def2-TZVPD.

The HOMO energy comes out at -7.926 eV. For the HOMO-LUMO gap, the calculation gives 8.66 eV.

```
! RIJCOSX wB97M-V def2-TZVPD def2/J DEFGRID3
* xyz 0 1
C 2.29289 -0.25260 0.08440
C 0.95500 -0.46944 -0.62351
C -0.04652 -1.37217 0.13772
C -1.36647 -1.07512 -0.53407
C -2.40379 -0.52600 0.37431
C 0.12794 0.80509 -0.88769
C -0.04514 1.72726 0.31376
H 2.16372 0.18303 1.08230
H 2.83719 -1.19683 0.20665
H 2.93805 0.42498 -0.49047
H 1.14956 -0.93217 -1.59863
H 0.18303 -2.43702 0.00200
H -0.00233 -1.14670 1.21858
H -0.84749 0.38710 -1.25892
H -2.08561 0.00005 1.28958
H -3.18101 0.05059 -0.14002
H -2.88619 -1.46369 0.69969
H 0.47059 1.37266 -1.75755
H 0.88172 2.27618 0.51185
H -0.29675 1.18355 1.23185
H -0.83839 2.46126 0.13816
*
```

iii) A molecular structure, C7H14, computed with ωB97M-V/def2-TZVPD.

The HOMO energy comes out at -7.367 eV. For the HOMO-LUMO gap, the calculation gives 8.40 eV.

```
! RIJCOSX wB97M-V def2-TZVPD def2/J DEFGRID3
* xyz 0 1
C 2.33756 -0.54693 0.02363
C 0.95124 -0.89306 -0.53095
C -0.04475 0.34575 0.64096
C 0.51293 1.74481 0.51247
C -0.60998 -0.08834 -1.06166
C -1.43522 0.29554 0.12630
C -2.37451 -0.75770 0.68707
H 3.01648 -1.36613 -0.24697
H 2.74647 0.36175 -0.42794
H 2.33137 -0.43002 1.11051
H 1.15593 -1.08975 -1.59831
H 0.61335 -1.82999 -0.08615
H 1.60271 1.80401 0.57006
H 0.11671 2.22808 1.41373
H 0.17513 2.34801 -0.35015
H -0.41599 0.70248 -1.78575
H -0.93628 -1.01432 -1.52760
H -1.90827 1.27631 0.01243
H -2.69379 -0.48570 1.69847
H -1.87036 -1.72787 0.75457
H -3.27075 -0.87692 0.06526
*
```

iv) A single C7H14 molecule, computed with ωB97M-V/def2-TZVPD.

The HOMO energy comes out at -9.297 eV. For the HOMO-LUMO gap, the calculation gives 10.32 eV. The structure (SMILES) is C[C@@H]1[C@H](C)C1(C)C.

```
! RIJCOSX wB97M-V def2-TZVPD def2/J DEFGRID3
* xyz 0 1
C -1.77139 -1.33128 -0.41338
C -0.71581 -0.36181 -0.91686
C -0.31214 1.00763 -0.37208
C -0.62570 1.83175 0.86236
C 0.60311 -0.16999 -0.21159
C 0.69379 -0.78173 1.17536
C 1.92897 -0.04751 -0.92252
H -1.35169 -2.34389 -0.34152
H -2.61371 -1.38243 -1.11209
H -2.17679 -1.07098 0.56878
H -0.63438 -0.38889 -2.00436
H -0.03508 1.65732 -1.20255
H -0.99519 2.82484 0.59023
H 0.33120 1.98500 1.38258
H -1.31445 1.38284 1.58182
H 1.41625 -0.24858 1.80512
H 1.01478 -1.82787 1.10712
H -0.26624 -0.77132 1.70114
H 1.80067 0.41861 -1.90584
H 2.57017 0.61889 -0.32700
H 2.45363 -1.00059 -1.04470
*
```

Ranked by calculated energy, most stable first: iv), ii), iii), i).